# 1
Formula: C3H7NO2
Source: the OMol25 dataset
Level of theory: ωB97M-V/def2-TZVPD

Structure (XYZ):
```
13
Properties=species:S:1:pos:R:3:forces:R:3:nbo_charge:R:1
O -1.20389 0.10544 1.09171 -0.03 0.22 -0.04 -0.719
O 1.01964 -1.17864 -1.40623 -0.30 0.13 0.12 -0.626
N -1.16131 -0.55549 -1.51699 0.06 -0.07 -0.04 -0.821
C 0.02402 -0.71285 -0.87729 0.14 -0.08 -0.09 0.644
C 0.06943 -0.27539 0.59172 0.25 -0.11 -0.02 0.002
C 1.14011 0.79170 0.79409 0.01 0.04 -0.01 -0.634
H -1.98184 -0.26193 -1.01372 0.12 -0.11 0.06 0.411
H 1.40602 0.88707 1.85152 -0.09 -0.01 -0.16 0.218
H 0.36433 -1.17829 1.13932 -0.06 0.09 -0.08 0.202
H 2.03288 0.52274 0.22378 -0.12 0.02 0.12 0.249
H -1.25520 -0.98077 -2.42663 0.01 0.14 0.10 0.403
H 0.78852 1.76751 0.43084 0.03 -0.16 0.01 0.199
H -1.24271 1.06891 1.11788 -0.01 -0.11 0.03 0.471
```
Positions in Å, forces in eV/Å.

Calculated total energy (eV): -8810.1127
Highest occupied orbital energy (eV): -9.6
Gap between HOMO and LUMO (Eh): 0.3822

=====

# 2
Formula: C3H7NO2
Source: the OMol25 dataset
Level of theory: ωB97M-V/def2-TZVPD

Structure (XYZ):
```
13
Properties=species:S:1:pos:R:3:forces:R:3:nbo_charge:R:1
O -1.71178 1.05474 0.78444 -0.73 -1.29 -0.69 -0.730
O -1.79360 -0.34402 -1.02294 2.02 1.48 1.21 -0.629
N 0.32840 0.34909 -0.09239 -1.80 0.17 -1.26 -0.651
C 1.31193 -0.81544 -0.28362 -2.39 1.38 4.66 -0.202
C 2.58464 -0.42621 0.47733 1.79 -0.11 -0.45 -0.637
C -1.09761 0.32180 -0.25072 -0.23 -2.11 0.23 0.889
H 0.80941 -1.53379 0.38568 0.46 -0.64 -0.64 0.184
H 0.48454 0.72105 0.81919 0.30 0.47 0.42 0.383
H 2.45287 -0.09977 1.57947 -0.16 0.10 -2.09 0.222
H -2.63788 0.64724 0.89286 1.97 1.00 -0.62 0.507
H 3.27211 0.23586 -0.18103 -1.23 -0.61 1.54 0.223
H 1.39113 -1.22882 -1.22866 0.27 -0.15 -1.98 0.218
H 3.17818 -1.35199 0.62933 -0.27 0.32 -0.33 0.223
```
Positions in Å, forces in eV/Å.

Calculated total energy (eV): -8809.1733
Highest occupied orbital energy (eV): -9.9
Gap between HOMO and LUMO (Eh): 0.3907